# C21H39IrNP2

A structure of composition C21H39IrNP2 (ωB97M-V with the def2-TZVPD basis set, the Open Molecules 2025 dataset).

Each line ends with the Mulliken spin population.
Positions of all 64 atoms, in Å:
P 0.384 -3.186 0.464  0.67
P 0.140 3.229 1.540  0.02
C 0.059 0.503 0.022  0.55
C 0.517 1.976 0.100  -0.03
H -0.982 0.419 0.397  -0.12
H 0.645 -0.106 0.766  -0.02
H 1.628 1.992 0.056  0.01
H 0.149 2.498 -0.803  -0.01
C -1.365 4.079 1.154  0.00
H -1.938 4.273 2.074  0.00
H -1.969 3.505 0.432  0.00
H -1.118 5.049 0.689  0.00
C 1.610 4.228 1.664  0.00
H 1.319 5.213 1.267  0.00
H 2.407 3.810 1.013  0.00
H 1.954 4.317 2.702  0.00
C -0.403 -4.808 0.301  0.07
H -0.285 -5.326 1.263  0.03
H 0.072 -5.351 -0.530  0.00
H -1.456 -4.635 0.016  0.00
C 2.160 -3.587 0.488  0.07
H 2.675 -2.917 1.190  0.00
H 2.549 -3.371 -0.519  0.00
H 2.281 -4.649 0.750  0.02
Ir -0.060 -0.434 -1.913  2.39
C 0.256 0.785 -3.362  0.29
C -1.198 0.640 -3.090  0.20
C -2.107 -0.247 -3.906  0.06
C -1.828 -1.782 -3.692  0.10
C -0.826 -2.067 -2.586  0.25
C 0.638 -1.975 -2.856  0.26
C 1.129 -1.507 -4.193  0.09
C 0.911 0.023 -4.493  0.06
C 0.105 -2.621 2.172  0.06
H 0.671 1.770 -3.116  0.00
H -1.656 1.546 -2.672  0.00
H -2.089 -0.001 -4.979  0.01
H -3.125 -0.022 -3.559  0.00
H -2.796 -2.224 -3.401  -0.01
H -1.512 -2.251 -4.634  0.00
H -1.091 -2.849 -1.872  -0.04
H 1.260 -2.720 -2.329  -0.01
H 0.662 -2.099 -4.988  0.01
H 2.213 -1.688 -4.197  -0.01
H 1.921 0.442 -4.612  0.00
H 0.381 0.196 -5.444  0.01
H 0.793 -1.785 2.399  0.00
H 0.233 -3.485 2.844  0.03
H -0.913 -2.207 2.241  0.00
C 2.333 1.785 3.260  0.00
C 0.912 1.538 3.547  0.00
C 0.365 0.584 4.391  0.00
C -1.031 0.516 4.144  0.01
C -1.331 1.441 3.152  0.00
C -2.595 1.541 2.397  0.00
N -0.148 2.163 2.877  0.01
H 2.557 1.870 2.176  0.00
H 2.894 0.902 3.624  0.00
H 2.697 2.674 3.814  0.00
H 0.937 -0.021 5.086  0.00
H -1.756 -0.153 4.602  0.00
H -3.223 0.704 2.750  0.00
H -3.140 2.474 2.618  0.00
H -2.477 1.391 1.306  0.00

Properties
Total charge: +2
Gap between HOMO and LUMO (alpha / beta) (eV): 6.73 / 4.16
Energy relative to the best compared isomer or geometry (same formula, charge and spin) (kJ/mol): 61.3
LUMO level (alpha / beta) (eV): -4.600 / -9.250
Multiplicity: 6